No. 1
{
  "formula": "CH17O10V",
  "method": "the ωB97M-V functional and the def2-TZVPD basis",
  "homo_lumo_gap_ev": 8.8552,
  "multiplicity": 1,
  "e_lumo_ev": -0.36,
  "e_above_lowest_kcal_mol": 0.0,
  "e_homo_ev": -9.2,
  "species": ["V", "O", "O", "O", "O", "O", "O", "O", "O", "O", "O", "C", "H", "H", "H", "H", "H", "H", "H", "H", "H", "H", "H", "H", "H", "H", "H", "H", "H"],
  "xyz": [[-3.4714, 7.6945, -10.1151], [-0.0869, 5.6855, -9.1797], [-2.4547, 9.7181, -9.7808], [-6.9649, 7.3340, -11.3964], [-2.2389, 5.4209, -5.8720], [-5.1609, 8.6919, -9.5798], [-2.9676, 7.1324, -8.6759], [-1.5210, 7.0333, -11.0839], [-3.6452, 8.9911, -12.2413], [-4.0879, 8.4001, -5.7369], [-4.0944, 6.4383, -10.8981], [-6.0549, 8.6417, -8.5264], [-0.1939, 4.7915, -9.5270], [-3.6761, 8.8788, -13.1958], [-5.0137, 8.3642, -5.4788], [-7.8966, 7.2214, -11.1899], [-2.7448, 5.4247, -5.0549], [-2.4785, 6.2512, -6.3044], [-1.6269, 9.7981, -9.2936], [-4.4006, 9.5558, -12.0179], [-7.0818, 8.8570, -8.8646], [-5.7999, 9.3190, -7.6998], [-0.9117, 5.8615, -8.6998], [-4.0967, 8.7988, -6.6155], [-2.3869, 10.3270, -10.5258], [-1.0420, 7.4137, -11.8246], [-6.1541, 7.6264, -8.0997], [-6.5918, 7.8638, -10.6669], [-0.8761, 6.4756, -10.5843]],
  "forces_ev_per_a": [[-2.4, -2.2, 1.3], [-0.3, 0.0, -0.5], [0.2, 0.1, -0.3], [-0.2, 0.3, 0.1], [0.1, 0.1, -0.1], [1.8, -0.4, -1.4], [-0.1, 0.6, -1.4], [0.3, 0.3, 0.0], [0.1, 0.6, 0.5], [0.1, 0.1, 0.0], [0.8, 1.7, 1.1], [-0.3, -0.9, 0.4], [0.1, -0.1, 0.3], [-0.1, -0.3, 0.1], [0.0, 0.0, 0.0], [0.0, 0.0, 0.0], [0.0, 0.0, 0.0], [-0.2, 0.0, 0.0], [-0.1, -0.2, 0.1], [-0.1, -0.2, 0.0], [0.2, 0.4, 0.0], [-0.1, 0.2, -0.1], [0.0, -0.1, 0.2], [0.0, -0.2, 0.0], [0.0, -0.1, 0.0], [-0.1, 0.1, 0.0], [0.3, 0.1, 0.0], [0.2, -0.3, -0.3], [-0.3, 0.4, 0.2]],
  "lowdin_charge": [0.90, -0.04, -0.06, -0.07, -0.07, -0.41, -0.36, -0.08, -0.05, -0.06, -0.32, -0.25, 0.07, 0.08, 0.04, 0.03, 0.03, 0.00, 0.09, 0.07, 0.08, 0.06, 0.04, 0.01, 0.07, 0.08, 0.09, -0.02, 0.04]
}

***

No. 2
{
  "formula": "C3H11N2O",
  "method": "the ωB97M-V functional and the def2-TZVPD basis",
  "charge": 1,
  "homo_lumo_gap_ev": 10.3712,
  "multiplicity": 1,
  "e_lumo_ev": -3.20,
  "e_above_lowest_kcal_mol": 47.0,
  "e_homo_ev": -13.6,
  "species": ["O", "N", "N", "C", "C", "C", "H", "H", "H", "H", "H", "H", "H", "H", "H", "H", "H"],
  "xyz": [[-1.0952, -0.0817, -2.3686], [-0.9144, 1.5672, -0.3131], [-0.5266, -1.2409, 0.2559], [0.3253, -0.2937, 0.8199], [0.0479, 1.0300, 0.7794], [1.6990, -0.6335, 1.3016], [-0.0837, -2.0709, -0.1099], [-0.3381, 2.1874, -0.8704], [1.9952, -1.6663, 1.0558], [-1.1552, -0.6927, -3.1197], [-0.5268, -0.6311, -1.8008], [1.8523, -0.5915, 2.3885], [2.3410, 0.0968, 0.8118], [0.6740, 1.7770, 1.2830], [-1.7485, 1.9958, 0.1470], [-1.2170, 0.8169, -1.0415], [-1.3294, -1.5688, 0.7809]],
  "forces_ev_per_a": [[0.8, -1.1, -0.3], [-0.2, -1.5, 1.7], [-0.2, -0.6, -0.7], [0.0, 1.4, 0.3], [-0.6, -0.7, -1.5], [0.5, -0.7, 0.4], [0.5, -0.1, 0.3], [-0.4, 0.8, 0.0], [-0.2, 0.4, -0.3], [-0.6, 0.6, -0.3], [-0.2, 0.1, 0.3], [-0.3, 0.3, -0.2], [0.5, -0.4, 0.3], [-0.5, -0.2, -0.5], [0.8, 0.0, -1.0], [0.1, 1.0, 1.3], [-0.1, 0.6, 0.1]],
  "lowdin_charge": [-0.05, 0.18, 0.08, -0.37, -0.02, -0.03, 0.11, 0.15, 0.10, 0.10, 0.03, 0.10, 0.09, 0.13, 0.18, 0.10, 0.13]
}

***

No. 3
{
  "formula": "C20H23NO4",
  "method": "the ωB97M-V functional and the def2-TZVPD basis",
  "homo_lumo_gap_ev": 9.3133,
  "multiplicity": 1,
  "e_lumo_ev": 0.62,
  "e_above_lowest_kcal_mol": 24.2,
  "e_homo_ev": -8.7,
  "smiles": "CCOCCOC(=O)c1[nH]c2c(c1C)C(=O)C[C@H](c1ccccc1)C2",
  "species": ["O", "O", "O", "O", "N", "C", "C", "C", "C", "C", "C", "C", "C", "C", "C", "C", "C", "C", "C", "C", "C", "C", "C", "C", "C", "H", "H", "H", "H", "H", "H", "H", "H", "H", "H", "H", "H", "H", "H", "H", "H", "H", "H", "H", "H", "H", "H", "H"],
  "xyz": [[1.9362, -3.4002, 0.0323], [-3.2544, -0.6932, -0.3379], [-6.5938, 0.0981, 0.9818], [-2.6487, 1.4782, -0.1992], [0.0163, 0.7583, 0.0145], [6.7729, 1.0980, 1.3024], [-7.6642, 1.1039, -0.9938], [2.0639, -2.1975, 0.1206], [1.1988, 0.1410, 0.1050], [2.5268, 0.7891, 0.2269], [-7.1688, 1.2752, 0.4405], [-5.1964, 0.0121, 0.9508], [-1.1170, -2.7455, -0.1982], [3.4228, -1.5550, 0.3678], [7.0594, 1.1224, -1.0723], [5.7783, 0.6224, -1.2285], [-0.4213, -1.4402, -0.0941], [-4.6161, -0.2990, -0.4398], [-2.3572, 0.2983, -0.2117], [4.9790, 0.3539, -0.1252], [5.4934, 0.5981, 1.1430], [3.5842, -0.1894, -0.3112], [7.5604, 1.3624, 0.1948], [-0.9923, -0.1769, -0.1053], [0.9770, -1.2346, 0.0430], [2.7346, 1.0170, 1.2773], [3.5281, -1.4472, 1.4511], [-8.2239, 1.9872, -1.2902], [-4.9403, -0.8125, 1.6232], [8.5596, 1.7521, 0.3198], [-6.8404, 0.9646, -1.6879], [3.4031, -0.3231, -1.3838], [-6.4565, 2.1072, 0.5026], [-4.6848, 0.5810, -1.0877], [-0.1690, 1.7503, 0.0221], [2.5572, 1.7302, -0.3275], [-8.0244, 1.5021, 1.0860], [-5.1423, -1.1451, -0.8852], [7.1574, 1.2810, 2.2951], [4.8949, 0.3945, 2.0192], [7.6668, 1.3241, -1.9424], [-0.3951, -3.5533, -0.1257], [-1.8589, -2.8420, 0.5924], [-1.6450, -2.8145, -1.1479], [5.3946, 0.4361, -2.2217], [4.1990, -2.2432, 0.0285], [-8.3170, 0.2371, -1.0524], [-4.7368, 0.9367, 1.3291]],
  "forces_ev_per_a": [[0.0, -0.1, 0.0], [0.4, -0.1, 0.1], [-0.2, -0.1, -0.2], [0.0, -0.1, 0.0], [-0.1, 0.2, 0.0], [0.0, 0.0, 0.1], [0.2, -0.1, 0.4], [0.4, 0.2, 0.1], [0.1, -0.3, 0.0], [0.1, 0.0, -0.1], [-0.2, 0.1, -0.1], [0.4, -0.1, 0.0], [-0.1, -0.2, 0.0], [0.1, -0.2, -0.2], [0.1, 0.0, 0.0], [-0.1, 0.0, 0.0], [-0.2, 0.6, 0.0], [-0.6, 0.4, 0.1], [-0.1, 0.3, -0.1], [0.0, 0.0, -0.1], [0.0, 0.0, 0.0], [0.0, 0.1, 0.2], [0.1, 0.0, 0.0], [0.2, -0.6, 0.0], [-0.4, 0.4, -0.1], [0.0, 0.0, 0.0], [0.0, 0.0, 0.1], [-0.1, 0.1, -0.1], [0.1, 0.1, -0.1], [0.1, 0.0, 0.0], [0.1, 0.0, -0.1], [0.0, 0.0, 0.1], [0.0, 0.0, 0.1], [0.0, -0.2, 0.0], [0.1, -0.1, 0.0], [0.0, 0.0, 0.0], [0.1, 0.1, -0.1], [0.1, 0.1, 0.0], [0.0, 0.0, 0.1], [-0.1, 0.0, 0.1], [0.1, 0.0, -0.1], [-0.1, 0.0, 0.0], [-0.1, -0.1, 0.0], [-0.1, -0.1, 0.0], [-0.1, 0.0, -0.1], [-0.1, 0.0, 0.1], [-0.1, -0.1, 0.0], [0.0, -0.1, 0.0]],
  "lowdin_charge": [0.09, 0.01, -0.14, 0.10, 0.16, -0.08, -0.07, -0.34, -0.18, -0.06, -0.26, -0.19, -0.01, -0.05, -0.08, -0.03, -0.12, -0.13, -0.43, -0.21, -0.04, -0.26, -0.09, -0.11, -0.05, 0.13, 0.13, 0.07, 0.13, 0.10, 0.06, 0.15, 0.12, 0.12, 0.17, 0.13, 0.12, 0.14, 0.10, 0.11, 0.10, 0.07, 0.09, 0.09, 0.11, 0.14, 0.08, 0.13]
}

***

No. 4
{
  "formula": "C23H40Cl3N4O3ScSi",
  "method": "the ωB97M-V functional and the def2-TZVPD basis",
  "homo_lumo_gap_ev": 8.5338,
  "multiplicity": 1,
  "e_lumo_ev": 0.45,
  "e_above_lowest_kcal_mol": 17.7,
  "e_homo_ev": -8.1,
  "species": ["Sc", "Cl", "Cl", "Cl", "Si", "O", "O", "O", "N", "N", "N", "N", "C", "C", "C", "C", "C", "C", "C", "C", "C", "C", "C", "C", "C", "C", "C", "C", "C", "C", "C", "C", "C", "C", "C", "H", "H", "H", "H", "H", "H", "H", "H", "H", "H", "H", "H", "H", "H", "H", "H", "H", "H", "H", "H", "H", "H", "H", "H", "H", "H", "H", "H", "H", "H", "H", "H", "H", "H", "H", "H", "H", "H", "H", "H"],
  "xyz": [[0.2520, 0.8232, 0.4656], [-0.2961, 1.3758, -2.4440], [-2.1875, 1.1934, 0.3237], [1.5652, 2.7329, -0.2101], [-0.4809, 3.4881, -2.9210], [2.2722, -0.1660, 0.8103], [0.1793, 2.1872, 2.2686], [-0.1912, -0.8458, -0.6313], [-0.9481, -0.9148, 4.5731], [2.7605, -1.7780, -0.7580], [-0.1287, 4.4238, 2.6643], [-0.0835, -0.4937, 2.5892], [2.3553, -0.9417, -1.8853], [-0.7501, -4.6338, 2.6904], [-1.6470, -1.9222, -3.0617], [-1.6325, 4.1739, -1.6105], [0.3703, -4.2257, 1.9656], [2.7517, -1.2898, 0.4926], [-1.0970, -2.6651, -1.8929], [3.3583, -3.0706, -1.0935], [-0.3700, -4.6763, -3.2284], [1.1266, 4.6132, 3.3774], [0.7814, -1.3151, 3.2848], [1.3129, 4.0030, -3.2080], [-2.1215, -3.0217, 1.4727], [-0.9663, 5.5991, 2.4823], [-1.9787, -4.0001, 2.4560], [0.2478, -1.6073, 4.5165], [-1.1175, -0.2694, 3.3910], [-1.1370, -1.8566, -0.5942], [-0.5402, -3.8867, -1.9732], [-1.0224, -2.7312, 0.6613], [-0.5113, 3.2311, 2.1944], [-1.2427, 3.9207, -4.6162], [0.2247, -3.2739, 0.9558], [3.8870, -3.4749, -0.2240], [0.5335, -5.3000, -3.1568], [0.9253, 4.9341, 4.4080], [-2.7093, -1.6751, -2.9037], [-3.0768, -2.5170, 1.2959], [1.9961, 3.1326, -3.1175], [-2.2051, 3.4188, -4.8079], [4.0520, -2.9265, -1.9328], [1.3680, 4.3897, -4.2430], [1.4040, -1.3183, -2.2932], [-2.1022, -1.3325, -0.5431], [-1.1129, -0.9694, -3.2229], [-1.3529, 5.1978, -1.3126], [-1.2084, -5.3770, -3.3638], [-1.3229, 5.9773, 3.4519], [3.2079, -1.9750, 1.2349], [1.3597, -4.6421, 2.1680], [-0.2116, -4.4057, -1.0740], [-1.6806, 3.5176, -0.7258], [-2.6474, 4.2065, -2.0369], [-0.6556, -5.4554, 3.4131], [-1.9893, 0.3239, 3.1573], [-1.8258, 5.3039, 1.8703], [-1.5935, -0.8788, 5.3564], [2.5915, -3.7969, -1.4046], [-0.2760, -4.0586, -4.1350], [-1.4874, 3.2043, 1.6787], [1.0686, -2.9867, 0.3181], [-1.5523, -2.5364, -3.9609], [-0.4112, 6.4056, 1.9820], [1.6964, -1.6691, 2.8491], [-0.5460, 3.6505, -5.4254], [1.7109, 5.4070, 2.8958], [1.6837, 3.6762, 3.3730], [-2.8408, -4.3173, 3.0373], [0.6275, -2.2415, 5.2955], [3.1359, -0.9980, -2.6577], [2.2211, 0.0939, -1.5384], [1.6408, 4.8113, -2.5265], [-1.4094, 5.0215, -4.6863]],
  "forces_ev_per_a": [[-0.6, -1.8, 0.2], [-0.5, 1.0, -1.1], [-0.1, 0.2, 0.5], [0.3, 0.3, -0.1], [0.4, -0.4, -0.5], [0.6, -1.7, -0.2], [-0.9, 1.1, 0.1], [1.2, 0.6, 0.8], [-0.1, -0.1, 0.0], [0.6, 0.4, 0.5], [-0.1, -0.2, 0.0], [-0.4, 0.3, 0.3], [-0.3, -0.1, -0.2], [0.1, 0.1, -0.1], [0.1, 0.1, -0.5], [0.1, 0.1, 0.2], [-0.1, 0.1, -0.2], [-0.6, 1.0, -0.7], [0.6, -0.4, 0.7], [-0.2, 0.1, 0.1], [0.2, -0.4, -0.4], [0.0, 0.1, 0.0], [-0.9, 0.2, 0.5], [0.2, 0.3, 0.1], [0.4, -0.3, -0.2], [-0.2, -0.2, 0.1], [0.1, -0.3, 0.3], [0.2, 0.4, -0.7], [0.9, -0.4, -0.1], [-0.6, 0.2, 0.7], [-0.4, 0.6, 0.0], [0.1, 0.4, -0.6], [0.8, -0.4, -0.1], [-0.3, -0.4, 0.0], [0.1, -0.5, 0.1], [0.0, 0.1, -0.2], [-0.2, 0.1, -0.1], [0.0, -0.1, -0.1], [0.3, -0.1, 0.0], [0.3, -0.3, 0.0], [-0.4, 0.6, 0.1], [0.3, 0.2, 0.1], [-0.1, -0.1, 0.3], [0.0, -0.1, 0.4], [0.4, 0.3, 0.2], [-0.4, -0.4, 0.0], [-0.2, -0.4, 0.1], [-0.1, -0.3, -0.1], [0.2, 0.2, -0.1], [0.1, -0.1, -0.2], [-0.2, 0.4, -0.2], [-0.3, 0.0, 0.0], [-0.1, 0.3, -0.1], [0.1, 0.3, -0.4], [0.3, 0.0, 0.1], [-0.2, 0.5, -0.2], [0.1, 0.0, -0.1], [0.1, 0.3, 0.1], [0.3, -0.1, -0.4], [0.1, 0.3, 0.1], [-0.1, -0.3, 0.3], [0.3, 0.1, 0.2], [-0.5, -0.2, 0.4], [-0.2, 0.3, 0.0], [-0.1, -0.3, 0.1], [0.0, 0.1, 0.1], [-0.3, 0.0, 0.2], [-0.1, -0.2, 0.0], [-0.1, 0.2, 0.0], [0.1, 0.1, 0.0], [-0.2, 0.1, 0.2], [-0.1, 0.1, 0.2], [0.1, -0.4, -0.3], [0.0, -0.5, -0.3], [0.1, -0.7, 0.2]],
  "lowdin_charge": [0.49, 0.35, 0.09, 0.08, 0.25, -0.13, -0.19, -0.40, 0.06, -0.17, -0.17, 0.02, -0.03, -0.10, -0.04, -0.23, -0.10, -0.27, -0.22, -0.03, -0.11, -0.02, -0.12, -0.27, -0.02, -0.04, -0.09, -0.08, -0.18, -0.39, -0.12, -0.17, -0.35, -0.22, -0.08, 0.09, 0.07, 0.09, 0.10, 0.12, 0.01, 0.03, 0.09, 0.02, 0.09, 0.09, 0.03, 0.03, 0.08, 0.09, 0.15, 0.10, 0.09, -0.06, 0.04, 0.10, 0.11, 0.09, 0.16, 0.09, 0.07, 0.08, 0.09, 0.06, 0.10, 0.09, 0.02, 0.10, 0.09, 0.10, 0.11, 0.10, 0.05, 0.02, 0.04]
}

***

No. 5
{
  "formula": "C5H9NO",
  "method": "the ωB97M-V functional and the def2-TZVPD basis",
  "homo_lumo_gap_ev": 11.3378,
  "multiplicity": 1,
  "e_lumo_ev": 0.86,
  "e_above_lowest_kcal_mol": 35.4,
  "e_homo_ev": -10.5,
  "smiles": "COC(C)(C)C#N",
  "species": ["O", "N", "C", "C", "C", "C", "C", "H", "H", "H", "H", "H", "H", "H", "H", "H"],
  "xyz": [[-0.8622, 0.2216, -0.7796], [1.2176, -2.3187, -0.5993], [-1.8683, -0.7700, -0.5684], [0.2083, 0.3280, 1.4447], [0.3629, 0.1229, -0.0702], [1.3132, 1.1906, -0.6385], [0.9046, -1.2336, -0.3497], [-2.7652, -0.2779, -0.1761], [2.3508, 0.9549, -0.3797], [1.0746, 2.1751, -0.2215], [-0.3333, -0.4896, 1.9269], [-0.3320, 1.2640, 1.6196], [1.2264, 1.2395, -1.7256], [-2.1164, -1.2433, -1.5281], [1.1914, 0.4058, 1.9212], [-1.5724, -1.5694, 0.1244]],
  "forces_ev_per_a": [[0.0, 0.2, 0.0], [-0.2, 1.0, 0.3], [-0.1, -0.1, 0.1], [-0.1, 0.0, 0.1], [0.1, 0.0, 0.1], [0.0, 0.0, 0.0], [0.3, -1.0, -0.2], [0.2, -0.1, 0.0], [-0.2, 0.0, 0.0], [-0.1, -0.2, -0.1], [0.0, 0.1, -0.1], [0.1, -0.1, -0.1], [0.0, -0.1, 0.1], [0.1, 0.2, 0.2], [-0.1, -0.1, -0.1], [0.1, 0.3, -0.1]],
  "lowdin_charge": [-0.14, 0.18, -0.08, -0.02, -0.58, -0.01, -0.16, 0.09, 0.09, 0.09, 0.09, 0.10, 0.09, 0.09, 0.10, 0.09]
}

***

No. 6
{
  "formula": "C2H3FOS",
  "method": "the ωB97M-V functional and the def2-TZVPD basis",
  "homo_lumo_gap_ev": 9.0383,
  "multiplicity": 1,
  "e_lumo_ev": -0.25,
  "e_above_lowest_kcal_mol": 55.9,
  "e_homo_ev": -9.3,
  "smiles": "OC(=S)CF",
  "species": ["S", "F", "O", "C", "C", "H", "H", "H"],
  "xyz": [[0.1855, 1.7272, 1.3354], [-1.1144, -1.1123, 1.1468], [0.7949, 0.8531, -0.9617], [0.2853, 0.4832, 0.3462], [-0.3672, -0.9645, 0.0838], [0.3827, -1.6240, -0.1068], [-1.1347, -1.2632, -0.7301], [0.9680, 1.9005, -1.1138]],
  "forces_ev_per_a": [[-0.3, -0.7, 1.7], [-1.3, -1.6, 3.3], [0.2, 1.4, 0.4], [-0.2, 1.5, -6.1], [-1.7, 3.2, -1.2], [2.5, -2.2, 0.4], [1.5, 2.0, 0.1], [-0.6, -3.7, 1.4]],
  "lowdin_charge": [0.76, -0.02, -0.18, -0.74, -0.21, 0.07, 0.17, 0.15]
}